A.
C4H9O2P | ωB97M-V/def2-TZVPD

Structure (ORCA input):
```
! wB97M-V def2-TZVPD RIJCOSX def2/J DEFGRID3
* xyz 0 1
P -2.2666 -0.1733 0.0984
O -1.1674 -0.6828 -1.0413
O -1.2986 0.9439 0.7390
C 0.5380 1.9774 -0.4432
C 0.1292 0.7892 0.3237
C 0.5291 -1.7869 0.4041
C 0.0932 -0.5171 -0.4057
H 1.5930 1.9993 -0.8844
H 0.7684 -0.6355 -1.2859
H -0.0911 2.0416 -1.2927
H 1.4739 -2.0881 0.1243
H 0.4660 2.9116 0.1003
H -0.1979 -2.5320 0.0582
H 0.8604 0.7902 1.1095
H 0.2561 -1.8229 1.4552
H -1.6857 -1.2146 0.9406
*
```

Summary:
orbital gap	10.4	eV
E_LUMO	1.00	eV
highest occupied orbital energy	-9.38	eV

B.
C4H9O2P | ωB97M-V/def2-TZVPD

Structure (ORCA input):
```
! wB97M-V def2-TZVPD RIJCOSX def2/J DEFGRID3
* xyz 0 1
P -0.7434 0.1921 0.1155
O -1.5599 1.1844 0.8441
O 2.1931 0.0287 1.4668
C 1.6518 1.0793 -0.6018
C 1.7841 0.9317 0.7904
C -1.6074 -0.2771 -1.4797
C -0.2608 -1.3055 1.0341
H 0.5091 -1.3318 1.7511
H -0.0860 -2.0198 0.1898
H -1.1848 -0.0429 -2.3999
H 2.1345 0.5483 -1.4310
H 1.2973 1.8200 1.3591
H -1.7972 -1.4475 -1.4225
H -1.1212 -1.7189 1.6613
H 1.3320 2.1152 -0.7428
H -2.5414 0.2438 -1.1344
*
```

Summary:
orbital gap	8.5	eV
E_LUMO	-0.50	eV
highest occupied orbital energy	-8.99	eV

Of them, the most stable is A and the least stable is B.

A.
C6H8N2 | ωB97M-V/def2-TZVPD

Structure (ORCA input):
```
! wB97M-V def2-TZVPD RIJCOSX def2/J DEFGRID3
* xyz 0 1
N -2.1153 -0.2673 0.5977
N 0.7428 2.9701 0.0530
C 0.1037 -0.7275 -1.1770
C -1.2018 0.0753 -0.5201
C 0.4584 0.4206 1.0673
C 0.4285 1.8209 0.5083
C -0.7460 -0.4162 0.9391
C 1.2418 -0.2377 -0.1792
H 1.7790 0.6195 -0.4408
H 1.0771 0.1205 1.8866
H -2.6401 -1.0593 0.4247
H 0.3698 -0.1777 -2.1280
H -0.1696 -2.0052 -1.7210
H 2.0239 -0.9146 0.3756
H -0.9657 1.1893 -0.6760
H -0.3864 -1.4107 0.9900
*
```

Summary:
orbital gap	9.4	eV
E_LUMO	0.68	eV
highest occupied orbital energy	-8.76	eV

B.
C6H8N2 | ωB97M-V/def2-TZVPD

Structure (ORCA input):
```
! wB97M-V def2-TZVPD RIJCOSX def2/J DEFGRID3
* xyz 0 1
N 0.0903 -1.8913 -0.1201
N -0.8597 -1.0592 0.3203
C 0.8430 1.2625 -0.2602
C -0.4165 1.3391 -0.1274
C 1.6585 -0.0150 0.2217
C 1.2018 -1.4389 -0.1362
C -1.9351 -0.5729 -0.2942
C -1.1090 0.3582 0.5100
H 1.5959 0.0164 1.2645
H -2.9753 -0.8250 -0.1447
H -1.8188 -0.2171 -1.5205
H 1.3518 2.2420 -0.6795
H -1.5268 0.6015 1.4791
H 1.9370 -2.4026 -0.4138
H 2.7855 0.1690 0.1088
H -0.8228 2.4335 -0.2078
*
```

Summary:
orbital gap	9.5	eV
E_LUMO	1.02	eV
highest occupied orbital energy	-8.48	eV
SMILES	C1=C[C@H]2CN2N=CC1

Of them, the most stable is B and the least stable is A.

A.
C6H8N2 | ωB97M-V/def2-TZVPD

Structure (ORCA input):
```
! wB97M-V def2-TZVPD RIJCOSX def2/J DEFGRID3
* xyz 0 1
N -1.9395 0.8276 0.4599
N -4.8878 -0.9085 -0.3173
C 0.2603 0.4328 -0.5720
C -3.9678 -0.2490 -0.1426
C -2.8774 0.5679 -0.3082
C 0.3921 -0.9168 0.1640
C -0.5946 1.4542 0.1187
C 1.4948 -1.7363 0.0599
H -1.9673 0.5172 1.4373
H 1.2262 0.8157 -0.8340
H -0.8591 2.3770 -0.4557
H -0.4883 -1.1752 0.7404
H 2.2141 -1.4575 -0.6897
H -0.1791 1.7182 1.1072
H 1.5425 -2.6951 0.5190
H -0.2959 0.1320 -1.4573
*
```

Summary:
orbital gap	8.6	eV
E_LUMO	0.17	eV
highest occupied orbital energy	-8.48	eV

B.
C6H8N2 | ωB97M-V/def2-TZVPD

Structure (ORCA input):
```
! wB97M-V def2-TZVPD RIJCOSX def2/J DEFGRID3
* xyz 0 1
N 2.4158 0.1196 0.3019
N -1.0892 0.5815 0.9697
C -0.2045 2.3913 -0.4328
C 0.0619 -1.7109 -0.9107
C -0.1332 1.3059 0.5691
C -0.9806 -0.7031 1.1933
C 1.2672 -0.0080 0.4873
C 0.2029 -1.2937 0.5593
H -0.3538 -0.8926 -1.5028
H -0.4066 2.0121 -1.4402
H 0.6196 -2.1196 1.1405
H -1.5476 -1.1699 1.9864
H 1.0419 -1.9626 -1.3181
H -0.5910 -2.5808 -0.9887
H -1.0254 3.0673 -0.1745
H 0.7227 2.9635 -0.4396
*
```

Summary:
orbital gap	7.3	eV
E_LUMO	-0.68	eV
highest occupied orbital energy	-7.97	eV

Of them, the most stable is A and the least stable is B.